A 2-piece molecular cluster, C16H29ClNO3 overall, computed with ωB97M-V with the def2-TZVPD basis set.

XYZ file:
```
50
Properties=species:S:1:pos:R:3:forces:R:3
C -3.333 2.376 -0.470 0.96 0.73 -0.83
C -3.005 2.354 -2.064 -1.20 -0.93 1.74
O -1.658 2.852 -2.220 -0.32 -0.89 -0.88
C -1.028 2.360 -3.427 -0.48 -0.04 -0.77
C -0.593 0.816 -3.312 -1.37 0.42 -1.19
O 0.838 0.590 -3.264 -0.54 -0.12 1.85
C 1.373 0.780 -1.942 0.70 0.03 0.49
C 0.936 -0.338 -0.883 -0.40 -0.25 2.49
C 1.143 -0.027 0.629 -1.86 -3.86 -1.81
C 0.675 -1.103 1.665 -0.36 -0.35 -4.21
C 0.027 -2.387 1.093 1.29 2.71 -2.35
C -0.116 -2.609 -0.458 0.77 1.28 3.07
C -0.763 -4.007 -0.905 -0.52 0.87 -0.04
C -1.521 -3.968 -2.321 0.21 -0.94 0.35
C -2.962 -3.257 -2.294 0.35 0.05 -0.47
Cl -4.099 -4.313 -3.329 0.78 1.02 0.79
N 0.337 -1.581 -1.367 0.30 0.22 3.75
H -2.510 1.753 0.039 -1.45 0.77 -0.62
H -3.189 3.464 -0.109 -0.43 -1.78 -0.47
H -4.390 2.001 -0.240 1.64 0.52 -0.35
H -3.803 2.950 -2.623 1.34 -0.53 0.49
H -3.131 1.245 -2.375 0.45 1.68 0.15
H -1.806 2.437 -4.281 1.28 -0.12 1.17
H -0.146 3.047 -3.714 -1.31 -1.20 0.70
H -0.971 0.298 -4.274 0.88 0.70 1.47
H -1.182 0.344 -2.450 1.07 0.62 -0.87
H 1.130 1.826 -1.506 0.08 -1.74 -0.62
H 2.528 0.735 -2.005 -1.86 -0.05 -0.12
H 1.623 0.970 0.897 -0.84 -1.64 -0.29
H 0.807 -0.914 2.784 -0.19 -0.26 -1.77
H -0.356 -3.197 1.798 0.61 1.26 -1.25
H 0.042 -4.833 -0.877 -1.20 1.44 -0.10
H -1.567 -4.244 -0.107 1.52 0.32 -1.13
H -1.714 -5.071 -2.611 0.42 1.86 0.48
H -0.800 -3.559 -3.107 -1.23 -0.40 0.81
H -3.435 -3.219 -1.258 0.80 -0.06 -1.41
H -2.953 -2.212 -2.776 -0.07 -1.70 0.84
H 0.221 -1.746 -2.388 0.26 0.45 1.00
C 4.234 0.720 4.601 0.13 -0.17 -0.22
C 3.069 1.586 4.148 0.28 0.03 0.77
C 2.950 2.842 4.997 -0.14 0.26 -0.15
O 1.856 0.836 4.238 -0.34 -0.27 -0.36
H 4.098 0.393 5.637 0.00 0.16 -0.01
H 4.300 -0.184 3.990 0.03 0.11 -0.01
H 5.180 1.262 4.528 -0.06 -0.07 0.04
H 3.204 1.864 3.098 -0.19 -0.11 0.02
H 2.770 2.588 6.046 0.14 -0.07 -0.05
H 2.103 3.449 4.668 0.12 -0.04 -0.03
H 3.858 3.447 4.936 -0.08 -0.05 0.05
H 1.728 0.587 5.163 0.06 0.12 -0.15
```
Forces are in eV/Å.

Results
Molar mass (g/mol): 318.9
E_tot (eV): -37205.717
HOMO-LUMO gap (eV): 8.08
Net charge: +1
ΔE to the lowest compared entry with this formula, charge and spin (kJ/mol): 516.8

---

C16H29FN12O7S2 as an isolated structure, computed with ωB97M-V with the def2-TZVPD basis set.

XYZ file:
```
67
Properties=species:S:1:pos:R:3:forces:R:3
C -1.690 -3.700 -3.226 -0.01 0.56 -0.04
C -1.148 -3.673 -2.158 0.07 -0.04 0.24
C -0.467 -3.649 -0.862 0.00 -0.64 -0.28
C 1.047 -3.820 -1.015 -0.07 0.76 0.10
C 1.718 -2.691 -1.827 0.44 -0.44 0.16
C 1.613 -1.376 -1.105 -0.02 -0.25 -0.33
C 2.377 -1.304 0.108 0.04 0.18 0.24
C 2.374 -0.238 0.940 -0.16 -0.19 -0.15
C 1.543 0.857 0.593 0.10 0.07 -0.27
N 1.374 1.968 1.307 -0.03 0.24 0.12
S 0.323 2.874 0.500 0.24 -0.11 0.09
N 0.052 1.947 -0.764 -0.28 -0.10 -0.31
C 0.776 0.839 -0.622 0.11 0.03 0.31
C 0.850 -0.307 -1.493 -0.17 0.31 0.25
S -0.073 -0.242 -2.994 0.65 0.54 -0.37
O -0.223 1.112 -3.401 -0.11 -0.07 0.14
O 0.407 -1.185 -3.941 -0.30 -0.13 0.06
F -1.459 -0.710 -2.473 -0.16 -0.03 -0.03
H -2.205 -3.423 -4.116 -0.14 -0.40 -0.10
H -0.709 -2.747 -0.300 -0.04 0.09 -0.01
H -0.853 -4.490 -0.282 0.02 0.09 0.18
H 1.277 -4.775 -1.480 0.02 -0.09 -0.02
H 1.486 -3.786 -0.017 0.00 -0.32 0.10
H 1.382 -2.660 -2.855 -0.20 -0.01 0.13
H 2.783 -2.938 -1.850 0.07 0.04 -0.10
H 2.988 -2.152 0.382 0.01 -0.13 -0.16
H 2.951 -0.247 1.851 0.06 0.18 0.04
C -4.941 -2.593 -5.701 -0.01 0.04 -0.03
O -4.464 -2.944 -4.636 0.02 -0.02 -0.07
N -5.783 -3.393 -6.424 -0.01 -0.01 0.01
N -4.673 -1.372 -6.255 0.01 0.00 0.01
H -6.187 -3.125 -7.301 0.01 0.02 0.00
H -5.997 -4.295 -6.042 0.01 0.00 0.02
H -4.059 -0.763 -5.747 0.00 0.00 0.02
H -5.053 -1.064 -7.129 -0.01 -0.02 -0.01
C -1.301 -0.902 3.035 0.09 -0.05 -0.15
O -0.955 -1.883 2.388 0.01 0.03 -0.03
N -0.553 0.246 3.048 -0.15 0.16 0.19
N -2.436 -0.874 3.779 0.12 0.05 -0.32
H -0.809 1.064 3.567 -0.07 -0.04 0.02
H 0.283 0.291 2.502 -0.01 -0.15 0.02
H -2.999 -1.703 3.810 -0.01 -0.03 0.18
H -2.724 -0.086 4.324 0.01 -0.05 0.11
C -3.595 -2.491 7.111 0.03 -0.06 0.03
O -3.792 -1.870 6.081 -0.10 0.03 0.05
N -3.445 -1.871 8.321 -0.01 0.02 -0.02
N -3.505 -3.854 7.136 -0.02 0.00 -0.02
H -3.280 -2.362 9.178 0.00 -0.02 0.00
H -3.507 -0.871 8.334 -0.01 0.01 -0.01
H -3.605 -4.336 6.263 0.01 0.00 -0.01
H -3.340 -4.383 7.971 0.01 0.01 0.01
C 4.291 2.959 -1.328 -0.03 0.00 0.01
O 4.827 2.427 -0.372 -0.02 0.01 0.02
N 3.370 2.319 -2.105 -0.02 -0.05 0.02
N 4.567 4.254 -1.688 -0.10 0.11 0.05
H 2.909 2.735 -2.893 -0.02 0.01 0.01
H 3.147 1.374 -1.855 0.01 -0.02 -0.05
H 5.250 4.743 -1.138 0.13 -0.06 -0.09
H 4.142 4.720 -2.468 0.06 -0.06 -0.07
C 3.624 7.813 0.477 0.01 -0.03 0.04
O 3.411 8.424 -0.555 0.01 0.00 -0.01
N 3.731 8.439 1.691 -0.01 0.02 -0.01
N 3.775 6.454 0.503 0.03 0.08 0.01
H 3.906 7.955 2.550 0.00 -0.02 -0.01
H 3.625 9.435 1.702 0.00 0.01 -0.01
H 3.699 5.968 -0.371 -0.11 -0.07 0.08
H 3.952 5.927 1.338 -0.02 -0.01 0.00
```
Forces are in eV/Å.

Results
Molar mass (g/mol): 584.6
E_tot (eV): -73667.099
HOMO-LUMO gap (eV): 8.27
Net charge: 0

---

C16H29N3P2Sr as an isolated structure, computed with ωB97M-V with the def2-TZVPD basis set.

XYZ file:
```
51
Properties=species:S:1:pos:R:3:forces:R:3
Sr -0.211 0.001 0.136 -2.80 0.00 1.07
H -3.354 -0.435 -0.368 0.00 0.10 0.00
H -3.356 0.310 -0.363 0.00 -0.10 0.00
P 0.134 -2.555 -0.278 0.83 2.27 -0.49
P 0.140 2.559 -0.220 0.71 -2.15 -0.56
C 0.346 3.311 1.353 0.16 1.53 0.98
H 0.524 4.367 1.150 0.07 0.46 0.71
H -0.555 3.192 1.973 0.21 0.10 -0.26
H 1.194 2.890 1.914 -0.23 0.05 -0.42
C 1.540 2.943 -1.237 0.59 0.93 -0.47
H 1.433 2.518 -2.248 -0.14 0.08 0.48
H 1.561 4.030 -1.281 0.53 0.39 -0.41
H 2.478 2.562 -0.806 -0.49 0.05 -0.01
C -1.312 3.188 -0.990 -0.89 1.31 -0.54
H -2.200 3.049 -0.352 0.32 0.12 -0.12
H -1.123 4.250 -1.130 -0.66 0.49 -0.34
H -1.516 2.712 -1.963 0.33 0.10 0.42
C 1.636 -2.914 -1.153 0.61 -0.90 -0.41
H 1.644 -3.998 -1.253 0.56 -0.36 -0.37
H 1.652 -2.434 -2.144 -0.21 -0.10 0.49
H 2.525 -2.578 -0.598 -0.49 -0.04 -0.09
C 0.162 -3.372 1.272 0.03 -1.68 0.96
H -0.791 -3.248 1.807 0.23 -0.08 -0.22
H 0.329 -4.422 1.046 0.01 -0.60 0.68
H 0.961 -3.001 1.932 -0.21 -0.20 -0.48
C -1.227 -3.128 -1.231 -0.88 -1.31 -0.68
H -1.317 -2.605 -2.197 0.29 -0.10 0.46
H -1.032 -4.186 -1.399 -0.61 -0.44 -0.42
H -2.178 -3.007 -0.690 0.33 -0.12 -0.09
H 0.193 -0.006 -1.833 -0.14 0.00 -1.89
H 1.707 -0.002 0.334 2.22 -0.04 0.70
N -0.948 1.782 11.410 0.14 1.84 5.85
C -0.973 1.445 10.357 -0.38 -2.11 -7.05
C -0.986 1.011 8.947 0.26 0.11 0.52
C -1.986 1.399 8.049 -0.28 0.24 0.26
C -1.936 1.026 6.706 -0.37 0.19 0.00
C -0.882 0.250 6.218 -0.07 0.59 1.16
C 0.109 -0.150 7.132 0.60 -0.22 0.59
C 0.071 0.225 8.481 -0.23 -0.04 -0.49
N -0.749 -0.023 4.854 1.73 -1.52 -2.71
C 0.416 -0.705 4.342 -0.98 1.06 0.15
C 0.410 -0.620 2.997 -1.75 0.64 1.27
N -0.772 0.040 2.576 -0.25 -0.24 2.43
C -1.432 0.351 3.687 1.70 -0.28 0.35
H -2.807 2.030 8.423 0.42 -0.39 -0.33
H -2.725 1.372 6.023 0.41 -0.18 0.40
H 0.994 -0.744 6.864 -0.69 0.34 -0.18
H 0.879 -0.078 9.160 -0.45 0.13 -0.40
H 1.202 -1.107 4.944 -0.08 -0.05 0.32
H 1.197 -0.961 2.374 0.30 0.06 -0.91
H -2.337 0.920 3.702 -0.32 0.05 0.08
```
Forces are in eV/Å.

Results
Molar mass (g/mol): 413.0
E_tot (eV): -40938.671
HOMO-LUMO gap (eV): 5.33
Net charge: 0
ΔE to the lowest compared entry with this formula, charge and spin (kJ/mol): 38.8

---

C16H30Cl2F3NiO8S3 as an isolated structure, computed with ωB97M-V with the def2-TZVPD basis set.

XYZ file:
```
63
Properties=species:S:1:pos:R:3:forces:R:3
Ni 26.374 1.359 13.013 0.82 -0.23 0.42
C 23.657 0.805 7.258 -0.24 0.81 3.25
O 22.425 0.827 8.071 1.71 -0.88 -2.00
O 24.707 0.756 8.227 -1.60 -0.57 -2.60
C 23.649 -0.221 6.034 -0.75 1.05 -0.73
F 24.820 -0.548 5.505 0.43 0.26 0.79
F 22.980 -1.289 6.335 -0.20 -1.89 1.39
F 22.916 0.251 4.980 0.36 1.29 0.22
C 21.153 1.015 7.434 -0.95 -0.32 1.07
C 20.601 2.363 7.785 -0.65 1.12 0.82
H 20.536 2.551 8.857 0.93 -0.20 0.26
H 21.138 3.189 7.319 0.06 -0.02 -0.01
H 19.536 2.515 7.612 -0.10 -0.44 -1.02
H 20.583 0.251 7.963 -0.49 -0.04 -0.39
H 21.024 0.860 6.363 0.84 -0.30 -0.03
H 23.701 1.855 6.968 0.67 0.14 -1.00
Cl 27.678 -2.458 14.862 -0.29 0.37 -0.23
Cl 30.231 3.611 13.392 -0.50 -0.17 -0.13
C 19.640 -4.174 16.202 1.49 0.85 -0.83
C 19.941 -4.699 14.794 0.82 1.65 -2.31
C 20.053 -3.478 13.754 -0.35 0.05 1.26
S 20.570 -2.032 14.687 -1.36 0.44 -0.85
O 19.492 -1.054 14.615 0.21 -0.73 0.70
O 21.838 -1.567 14.201 0.69 -0.27 0.56
C 20.649 -2.899 16.289 -0.47 -0.01 -0.37
H 19.964 -4.958 16.887 -0.13 0.30 0.29
H 18.563 -4.030 16.290 0.24 0.76 0.41
H 19.211 -5.287 14.238 -0.02 -0.75 0.97
H 20.933 -5.152 14.823 -0.20 -0.41 -0.21
H 19.067 -3.157 13.418 -0.07 -0.30 -0.11
H 20.712 -3.565 12.891 0.07 -0.39 0.26
H 20.631 -2.143 17.075 -0.87 -0.16 0.12
H 21.713 -3.134 16.276 -0.02 -1.00 0.06
C 24.057 9.181 9.300 0.11 -1.05 0.85
C 23.016 9.685 10.274 -0.69 2.86 -1.08
C 22.708 8.725 11.350 0.58 -1.49 -0.22
S 24.393 7.886 11.654 -2.44 -1.83 -2.81
O 24.314 6.450 11.390 0.06 1.37 0.48
O 24.854 8.399 12.883 1.04 0.60 1.42
C 25.181 8.663 10.199 0.97 1.12 0.31
H 24.327 9.941 8.568 0.26 -0.11 0.19
H 23.585 8.345 8.784 0.27 -0.16 -0.32
H 22.136 9.887 9.664 -0.39 -0.03 0.17
H 23.269 10.682 10.636 0.45 0.01 0.25
H 21.977 8.098 10.838 0.28 -1.02 0.71
H 22.278 9.085 12.284 0.41 0.12 -0.10
H 26.024 8.146 9.739 -0.61 -0.93 0.05
H 25.727 9.488 10.656 -0.30 0.52 0.09
C 26.169 2.726 22.292 -0.47 0.84 0.05
C 27.544 3.432 21.935 -1.10 0.42 1.81
C 27.776 3.302 20.454 0.60 0.24 0.71
S 26.123 3.459 19.725 -0.18 -0.76 -0.50
O 26.063 2.801 18.436 0.06 0.59 0.70
O 25.552 4.789 19.880 0.79 -0.83 0.15
C 25.421 2.380 20.992 0.93 -0.59 -0.20
H 25.484 3.345 22.871 0.45 0.35 0.21
H 26.403 1.869 22.924 -0.32 -0.26 -0.36
H 28.289 2.985 22.593 0.36 -0.45 -0.64
H 27.570 4.449 22.326 -0.46 0.31 -0.53
H 28.152 2.283 20.368 -0.26 -0.02 -1.04
H 28.522 4.013 20.098 -0.32 -0.05 -0.37
H 25.725 1.364 20.739 -0.19 0.03 -0.57
H 24.337 2.450 20.895 0.09 0.19 0.53
```
Forces are in eV/Å.

Results
Molar mass (g/mol): 633.2
Spin multiplicity: 3
Expectation value of S²: 2.01
E_tot (eV): -140196.090
HOMO-LUMO gap (spin up / spin down) (eV): 4.18 / 3.34
Net charge: -1
ΔE to the lowest compared entry with this formula, charge and spin (kJ/mol): 1081.3